Molecular formula: C28H33N2O3PPd
Method: DFT, the ωB97M-V functional and the def2-TZVPD basis

Positions of all 68 atoms, in Å:
Pd  12.1116  11.1316  8.3289
O  15.6730  8.9822  7.1129
C  16.3187  8.8371  8.2593
C  17.5895  8.2395  8.3384
C  18.2041  8.0693  9.5829
C  17.6204  8.4900  10.7467
C  16.3485  9.0615  10.6746
C  15.7415  9.3429  9.4695
C  14.5612  10.1276  9.2558
O  13.8177  9.9281  8.2022
N  14.3742  11.0739  10.1661
N  13.3264  11.8524  9.8700
C  12.9657  12.8304  10.6765
C  12.0499  13.8407  10.3130
C  11.7207  14.6542  11.4329
C  10.9069  15.7345  11.2723
C  10.4868  16.0303  9.9395
C  10.8748  15.3096  8.8518
C  11.5636  14.0965  8.9896
O  11.6289  13.2520  8.0317
H  14.7204  9.3978  7.4519
H  18.0232  7.9181  7.3965
H  19.1564  7.5343  9.6502
H  18.0798  8.4359  11.7145
H  15.7986  9.1617  11.6060
H  13.3895  12.8294  11.6835
H  12.1279  14.3825  12.4240
H  10.6011  16.4218  12.0940
H  9.8709  16.9103  9.8642
H  10.5728  15.5736  7.8568
C  8.7315  12.1130  7.1674
C  8.7245  10.8794  8.0542
C  7.4306  10.1218  7.7823
C  8.7309  11.2881  9.5775
P  10.3171  9.9453  7.7927
C  10.1679  8.5576  8.9628
C  10.9357  8.6540  10.1372
C  10.9439  7.6618  11.0744
C  10.2317  6.4961  10.8022
C  9.5109  6.3520  9.6492
C  9.4392  7.3878  8.7260
C  10.6354  9.2275  6.1192
C  9.3748  8.8367  5.3249
C  11.5037  7.9517  6.2597
C  11.4756  10.2791  5.3096
H  7.7727  12.6857  7.3585
H  8.7724  11.8399  6.1024
H  9.6159  12.7429  7.3792
H  6.5860  10.7541  8.1006
H  7.3538  9.1728  8.3479
H  7.2877  9.9562  6.7280
H  7.9512  12.0624  9.7486
H  9.7055  11.6909  9.8934
H  8.5099  10.4146  10.2005
H  11.4646  9.6035  10.3094
H  11.5080  7.7582  12.0155
H  10.2572  5.6623  11.5074
H  8.9472  5.4368  9.5319
H  8.8357  7.3413  7.8123
H  8.8168  7.9477  5.7260
H  9.6739  8.5644  4.2924
H  8.6337  9.6869  5.2212
H  10.9114  7.0426  6.4488
H  12.2760  7.9435  7.0780
H  12.0830  7.7688  5.3462
H  10.8564  11.1533  5.0097
H  11.8012  9.8310  4.3618
H  12.3528  10.6123  5.8967

Values from the calculation:
Charge = +2
⟨S²⟩ = 6.08
LUMO level (spin up / spin down) = -0.2352 / -0.3400 Ha
E_HOMO (spin up / spin down) = -0.50919 / -0.52948 hartree
E_tot = -1890.52605 Ha
Spin multiplicity = 5

=====

Molecular formula: C20H52N4O8S4
Method: DFT, the ωB97M-V functional and the def2-TZVPD basis

Positions of all 88 atoms, in Å:
C  -4.2018  20.7559  2.0743
C  -4.9455  21.5738  3.0979
O  -4.4393  21.8236  4.1792
N  -6.2429  21.7797  2.8797
C  -7.2124  22.4432  3.7675
H  -3.1355  20.7465  2.3000
H  -4.3184  21.3430  1.1634
H  -4.5959  19.7493  1.9342
H  -6.5392  21.4670  1.9662
H  -7.0992  22.0278  4.7689
H  -8.2198  22.2614  3.3929
H  -6.9832  23.5084  3.7997
C  -2.9533  18.8328  5.0853
C  -2.2355  19.0388  6.4229
O  -1.0686  19.2716  6.3332
N  -2.7780  19.0519  7.6325
C  -4.2034  19.0357  7.7889
H  -2.8874  17.7990  4.7462
H  -2.4772  19.3861  4.2758
H  -4.0121  19.0918  5.0804
H  -2.1954  19.1993  8.4443
H  -4.4466  19.3576  8.8015
H  -4.6046  18.0316  7.6513
H  -4.7704  19.7034  7.1402
C  -5.0047  22.6130  7.6260
C  -5.3154  24.0542  7.3333
O  -5.8499  24.7388  8.2113
N  -4.9880  24.4302  6.0966
C  -5.3468  25.6967  5.4321
H  -4.3223  22.4774  8.4651
H  -4.6549  22.1044  6.7277
H  -5.9745  22.1677  7.8480
H  -4.8797  23.5925  5.5429
H  -5.8887  26.4430  6.0129
H  -5.8671  25.5236  4.4900
H  -4.3666  26.1158  5.2048
C  -9.8786  29.8664  7.7893
C  -9.8785  29.3301  6.3153
O  -10.9085  29.0819  5.7416
N  -8.7059  29.1139  5.7407
C  -8.3422  28.5531  4.4709
H  -10.4774  29.0838  8.2553
H  -10.4490  30.7891  7.8967
H  -8.9060  29.9884  8.2660
H  -8.0032  29.2858  6.4455
H  -8.3678  29.3281  3.7049
H  -9.0880  27.8561  4.0886
H  -7.3297  28.1495  4.4628
C  -1.1879  26.6668  5.3836
S  -1.0081  28.1931  4.2940
O  -2.2959  28.1569  3.5153
C  -1.0579  29.3588  5.7294
H  -2.1801  26.7148  5.8324
H  -0.4315  26.6814  6.1683
H  -1.1650  25.8035  4.7186
H  -1.8995  29.2153  6.4070
H  -0.9288  30.3768  5.3619
H  -0.1520  29.0830  6.2692
C  -4.1837  28.3703  8.2338
S  -4.8544  29.6515  7.1850
O  -6.3513  29.6811  7.5223
C  -4.0611  31.1558  7.9810
H  -4.3976  27.3695  7.8585
H  -4.7698  28.5879  9.1266
H  -3.1085  28.4667  8.3846
H  -4.2362  32.0959  7.4577
H  -2.9759  31.0855  7.9072
H  -4.3462  31.3785  9.0092
C  -0.1908  21.9667  8.5428
S  -0.6334  23.7473  8.0788
O  0.6617  24.5079  7.7389
C  -1.5108  23.2790  6.4818
H  -0.9750  21.2097  8.5501
H  0.3403  22.0218  9.4931
H  0.5385  21.6356  7.8035
H  -2.1809  22.4373  6.6569
H  -0.8818  22.8594  5.6967
H  -2.0301  24.1337  6.0484
C  -5.3403  25.3396  -0.3796
S  -4.0197  24.3265  0.3543
O  -2.6719  24.9770  0.0368
C  -4.3715  24.8486  2.0863
H  -5.2164  25.2395  -1.4579
H  -5.2309  26.4130  -0.2247
H  -6.3728  25.1123  -0.1140
H  -4.2642  25.9248  2.2217
H  -3.7124  24.4270  2.8452
H  -5.3982  24.5522  2.3011

Values from the calculation:
Energy relative to the best compared isomer or geometry (same formula, charge and spin) = 160.3 kJ/mol
LUMO level = 0.0024 Ha
E_HOMO = -0.32573 hartree
E_tot = -3206.79404 Ha
Spin multiplicity = 1

=====

Molecular formula: C27H44BrCaNOP2S
Method: DFT, the ωB97M-V functional and the def2-TZVPD basis

Positions of all 78 atoms, in Å:
C  -1.6114  5.9252  -4.0884
C  -1.6174  4.6748  -4.7451
C  -2.1513  4.6206  -6.0462
C  -2.7528  5.7758  -6.5802
N  -2.7925  6.9340  -5.9156
C  -2.2147  7.0217  -4.7111
C  -1.1292  3.4995  -4.0876
C  -0.4121  2.5679  -3.6674
C  0.5906  1.6155  -3.3051
C  1.4923  1.8472  -2.2235
C  2.2087  0.8214  -1.6672
C  2.0148  -0.5806  -2.1256
C  1.4994  -0.6321  -3.5258
C  0.7780  0.4052  -4.0311
Ca  -2.4790  2.1851  -2.8090
P  3.5740  -1.6426  -1.8717
H  -2.1331  3.7121  -6.6396
H  -1.1631  6.0414  -3.1018
H  -3.2146  5.7573  -7.5762
H  -2.2325  8.0010  -4.2177
H  0.3674  0.3520  -5.0559
H  1.5994  2.8811  -1.8711
H  1.6218  -1.5646  -4.0913
H  2.8292  0.9806  -0.7875
C  3.3656  -2.8022  -0.4774
C  3.3038  -4.2730  -0.8474
H  2.4443  -2.5168  0.0392
H  4.1933  -2.5975  0.2123
H  2.9720  -4.8513  0.0312
H  2.6101  -4.4975  -1.6772
H  4.3047  -4.6396  -1.1290
C  3.9364  -2.5460  -3.3877
C  4.5799  -1.7432  -4.5224
H  3.0076  -3.0306  -3.7302
H  4.6109  -3.3568  -3.0686
H  4.7614  -2.4188  -5.3695
H  3.9332  -0.9309  -4.8765
H  5.5453  -1.3168  -4.2231
C  4.9979  -0.6020  -1.4834
C  6.3147  -1.3289  -1.1865
H  4.6979  0.0188  -0.6278
H  5.1141  0.0635  -2.3510
H  7.0767  -0.5748  -0.9498
H  6.2346  -2.0073  -0.3269
H  6.6883  -1.9064  -2.0452
Br  0.5982  -1.3071  -0.9634
P  -3.1858  -1.1954  -3.6230
C  -1.5475  -2.0286  -3.8381
C  -1.5193  -3.5265  -3.5784
H  -0.8447  -1.5183  -3.1599
H  -1.2110  -1.8153  -4.8640
H  -0.4771  -3.8722  -3.6245
H  -1.9185  -3.7953  -2.5938
H  -2.0842  -4.0680  -4.3481
C  -3.1407  -0.9693  -1.7840
C  -3.9988  -2.0919  -1.1793
H  -3.5539  0.0098  -1.4954
H  -2.1035  -1.0129  -1.4118
H  -3.9392  -2.0844  -0.0860
H  -5.0494  -1.9516  -1.4580
H  -3.6929  -3.0857  -1.5339
C  -2.7250  0.3363  -4.4658
C  -2.6330  0.3802  -5.9961
H  -1.7200  0.6273  -4.0492
H  -3.5806  1.0158  -4.1894
H  -2.6165  1.4321  -6.3099
H  -1.7063  -0.0864  -6.3495
H  -3.5079  -0.1024  -6.4415
C  0.0788  1.9190  0.9414
S  -1.6879  2.1573  0.7427
C  -1.6857  3.9437  0.8487
O  -1.8920  1.8774  -0.7643
H  0.2695  2.1277  1.9995
H  0.6333  2.5987  0.2861
H  0.3175  0.8825  0.6927
H  -1.1255  4.3786  0.0104
H  -2.7326  4.2669  0.8286
H  -1.2363  4.2144  1.8085

Values from the calculation:
Charge = +2
Energy relative to the best compared isomer or geometry (same formula, charge and spin) = 188.8 kJ/mol
LUMO level = -0.2141 Ha
E_HOMO = -0.44563 hartree
E_tot = -5517.11884 Ha
Spin multiplicity = 1

=====

Molecular formula: C34H81F3N9O11PS
Method: DFT, the ωB97M-V functional and the def2-TZVPD basis

Positions of all 140 atoms, in Å:
C  -0.8752  5.5957  -6.9549
O  -0.3190  4.9031  -5.8827
C  -1.3213  4.4679  -4.9343
C  -0.6647  3.5551  -3.9223
N  0.2312  4.4004  -3.0009
H  0.8796  4.9469  -3.5648
H  -0.1522  5.1692  -2.4565
C  1.1015  3.5031  -2.0694
C  2.0418  4.3361  -1.1660
O  1.3650  5.4531  -0.6305
C  2.2520  6.3333  0.0744
H  -1.2183  6.5908  -6.6503
H  -1.7697  5.1756  -7.4204
H  -0.1446  5.7920  -7.7383
H  -2.1012  3.8843  -5.4284
H  -1.8794  5.2578  -4.4235
H  0.0069  2.8973  -4.4716
H  -1.3338  3.0243  -3.2489
H  1.6250  2.7505  -2.6558
H  0.3286  2.9723  -1.5151
H  2.8523  4.6567  -1.8307
H  2.5600  3.7549  -0.4019
H  2.8198  5.7905  0.8310
H  1.6403  7.1127  0.5226
H  2.9055  6.7149  -0.7127
C  0.2331  -1.7326  -1.3625
F  0.2795  -2.5380  -2.4232
F  -1.0198  -1.5420  -1.0014
F  0.8734  -2.1862  -0.2650
S  0.8692  0.0215  -1.8361
O  0.7520  0.8001  -0.6073
O  2.2319  -0.2915  -2.2439
O  0.0333  0.5077  -2.9079
C  -3.5472  -0.2337  -1.9269
O  -4.1270  -1.0399  -2.6474
N  -3.7203  -0.1953  -0.5922
C  -3.0770  0.9174  0.1472
C  -4.3400  -1.2996  0.1415
H  -2.8196  0.4763  -2.3483
H  -3.8659  1.5187  0.6004
H  -2.6044  1.5852  -0.5720
H  -2.3491  0.4999  0.8412
H  -5.3703  -1.1176  0.4504
H  -4.3957  -2.2264  -0.4285
H  -3.7296  -1.5501  1.0084
C  6.0544  -2.0236  1.2309
O  6.4884  -2.9567  1.9074
N  4.7881  -2.0082  0.7596
C  4.3083  -0.9019  -0.0618
C  3.8325  -3.0606  1.0459
H  6.6230  -1.1480  0.8840
H  3.7008  -0.1839  0.4912
H  3.6765  -1.2382  -0.8811
H  5.1116  -0.2931  -0.4777
H  2.8981  -2.6807  1.4610
H  3.6248  -3.5744  0.1048
H  4.1558  -3.8306  1.7436
C  -1.5619  0.6184  -5.8280
O  -1.7624  1.5313  -6.6478
N  -1.8394  -0.6559  -6.0855
C  -1.8342  -1.7041  -5.0789
C  -2.1713  -1.1062  -7.4113
H  -1.1942  0.6955  -4.7952
H  -1.6451  -1.3018  -4.0862
H  -1.2073  -2.5412  -5.3860
H  -2.8571  -2.0868  -5.0613
H  -1.4746  -1.8423  -7.8162
H  -3.1641  -1.5618  -7.4248
H  -2.2380  -0.3285  -8.1701
C  5.2657  -0.7226  -3.7806
O  5.8653  0.2195  -4.2521
N  5.7979  -1.9212  -3.5280
C  4.8721  -2.9145  -2.9758
C  7.1607  -2.3458  -3.7681
H  4.1669  -0.7388  -3.7138
H  3.8366  -2.5978  -2.8660
H  5.1902  -3.1820  -1.9645
H  4.8988  -3.8530  -3.5325
H  7.6525  -2.7104  -2.8651
H  7.1143  -3.1452  -4.5094
H  7.8012  -1.5530  -4.1501
O  -2.8131  -3.6458  4.7906
P  -3.1689  -4.0933  3.4411
N  -4.7912  -3.8152  3.0572
C  -5.7574  -3.1596  3.9812
C  -5.3525  -4.2122  1.7735
N  -3.0698  -5.7537  3.1813
C  -1.6949  -6.3596  3.1309
C  -4.0106  -6.6614  3.7859
N  -2.1717  -3.4381  2.2205
C  -1.9938  -4.0087  0.8536
C  -1.6467  -2.0939  2.4630
H  -6.7576  -3.3561  3.5991
H  -5.5575  -2.0890  4.0389
H  -5.6256  -3.5609  4.9856
H  -6.1536  -4.9392  1.9244
H  -4.5506  -4.6146  1.1595
H  -5.8123  -3.3581  1.2718
H  -1.4583  -6.6440  4.1570
H  -1.7533  -7.2810  2.5480
H  -0.9433  -5.7660  2.6155
H  -3.7572  -7.6507  3.4013
H  -3.9373  -6.6444  4.8755
H  -5.0471  -6.5410  3.4700
H  -0.9663  -4.2832  0.6086
H  -2.5947  -4.9102  0.7426
H  -2.3228  -3.3175  0.0775
H  -2.3979  -1.3169  2.6285
H  -1.0124  -1.6544  1.6930
H  -1.0547  -2.1611  3.3772
C  -0.5147  4.3431  4.7651
C  0.4303  3.1846  5.2717
C  -0.4463  1.8887  5.3239
C  -0.6752  1.2090  3.9494
C  0.7292  0.8993  3.4497
C  1.5717  2.1752  3.2044
N  1.5989  3.0049  4.4243
O  2.3215  4.1699  4.2797
C  2.9781  1.5936  2.8429
C  1.0306  2.9855  2.0332
C  0.9772  3.5062  6.6700
H  0.0437  5.1986  4.3865
H  -1.1849  4.6832  5.5544
H  -1.0940  3.9143  3.9475
H  -0.0433  1.1256  5.9903
H  -1.4246  2.1799  5.7106
H  -1.2110  1.7983  3.2043
H  -1.1317  0.2193  3.9898
H  0.6613  0.3127  2.5319
H  1.2884  0.3209  4.1869
H  3.7534  2.3511  2.7010
H  3.3412  1.1309  3.7627
H  2.9352  0.9694  1.9544
H  0.1392  3.5487  2.3076
H  1.7835  3.6968  1.6942
H  0.7525  2.3025  1.2304
H  1.8030  2.8578  6.9638
H  0.1532  3.4398  7.3834
H  1.3742  4.5124  6.8155
H  3.1608  4.0428  4.7325

Values from the calculation:
Energy relative to the best compared isomer or geometry (same formula, charge and spin) = 0.0 kJ/mol
LUMO level = -0.0107 Ha
E_HOMO = -0.29676 hartree
E_tot = -3703.59118 Ha
Spin multiplicity = 1

=====

Molecular formula: C8H9BrCaNO2
Method: DFT, the ωB97M-V functional and the def2-TZVPD basis

Positions of all 22 atoms, in Å:
Ca  -21.8795  -0.8801  -8.8704
Br  -19.1926  2.7783  -10.5967
C  -11.0724  5.5498  -11.7086
C  -12.3777  5.3752  -12.3339
C  -12.9194  6.4648  -12.9660
C  -12.2229  7.6799  -13.0560
C  -11.0304  7.8473  -12.4691
C  -10.4751  6.8010  -11.7536
O  -9.2511  7.0199  -11.1199
O  -14.2697  6.4148  -13.3845
H  -10.6945  4.7602  -11.0760
H  -12.9776  4.4783  -12.3798
H  -12.7362  8.4664  -13.5892
H  -10.5991  8.8303  -12.5876
H  -8.9256  7.9228  -11.1053
H  -14.8127  5.7088  -13.0262
C  -14.8492  2.2094  -5.8233
C  -13.9677  3.2345  -5.2603
N  -13.4167  4.0916  -4.7975
H  -14.4280  1.2054  -5.8726
H  -15.1819  2.5166  -6.8148
H  -15.8124  2.2226  -5.3132

Values from the calculation:
Charge = +1
LUMO level = -0.2933 Ha
E_HOMO = -0.33505 hartree
E_tot = -3766.67384 Ha
Spin multiplicity = 1

=====

Molecular formula: C10H13CoNP
Method: DFT, the ωB97M-V functional and the def2-TZVPD basis

Positions of all 26 atoms, in Å:
C  2.5523  1.4069  -1.0102
C  2.1797  0.2864  -1.8001
C  0.8128  0.4235  -2.1551
C  0.3337  1.6717  -1.6094
C  1.4087  2.2751  -0.8999
Co  0.9360  0.4744  -0.2280
P  1.8517  0.3460  1.8464
H  3.5489  1.6106  -0.6355
H  2.8310  -0.5201  -2.1333
H  0.2727  -0.2338  -2.8275
H  1.3747  3.2365  -0.3996
H  -0.6506  2.0995  -1.7627
H  1.8193  1.4749  2.7068
H  3.2014  -0.0152  2.0879
H  1.3963  -0.5299  2.8598
C  -3.2422  -1.8194  0.7207
C  -2.9293  -1.1748  -0.4678
C  -1.6995  -0.5544  -0.6478
N  -0.7338  -0.5267  0.3110
C  -1.0221  -1.1778  1.4714
C  -2.2484  -1.8050  1.6939
H  -4.2099  -2.2996  0.8700
H  -3.6229  -1.1233  -1.2957
H  -1.4848  -0.0548  -1.5926
H  -0.2496  -1.1915  2.2480
H  -2.4261  -2.2794  2.6491

Values from the calculation:
Energy relative to the best compared isomer or geometry (same formula, charge and spin) = 0.0 kJ/mol
⟨S²⟩ = 6.03
LUMO level (spin up / spin down) = 0.0195 / -0.0287 Ha
E_HOMO (spin up / spin down) = -0.14397 / -0.30255 hartree
E_tot = -2167.54376 Ha
Spin multiplicity = 5

=====

- What is the formula in the fifth record?
  C8H9BrCaNO2

=====

Repeat the fifth record exactly.
Molecular formula: C8H9BrCaNO2
Method: DFT, the ωB97M-V functional and the def2-TZVPD basis

Positions of all 22 atoms, in Å:
Ca  -21.8795  -0.8801  -8.8704
Br  -19.1926  2.7783  -10.5967
C  -11.0724  5.5498  -11.7086
C  -12.3777  5.3752  -12.3339
C  -12.9194  6.4648  -12.9660
C  -12.2229  7.6799  -13.0560
C  -11.0304  7.8473  -12.4691
C  -10.4751  6.8010  -11.7536
O  -9.2511  7.0199  -11.1199
O  -14.2697  6.4148  -13.3845
H  -10.6945  4.7602  -11.0760
H  -12.9776  4.4783  -12.3798
H  -12.7362  8.4664  -13.5892
H  -10.5991  8.8303  -12.5876
H  -8.9256  7.9228  -11.1053
H  -14.8127  5.7088  -13.0262
C  -14.8492  2.2094  -5.8233
C  -13.9677  3.2345  -5.2603
N  -13.4167  4.0916  -4.7975
H  -14.4280  1.2054  -5.8726
H  -15.1819  2.5166  -6.8148
H  -15.8124  2.2226  -5.3132

Values from the calculation:
Charge = +1
LUMO level = -0.2933 Ha
E_HOMO = -0.33505 hartree
E_tot = -3766.67384 Ha
Spin multiplicity = 1